DFT (ωB97M-V with the def2-TZVPD basis set) results for a cluster of 12 separate species, H24O12 in total at a distorted geometry.

Computed properties:
Kohn-Sham gap	9.700	eV
total charge	0
SMILES	O.O.O.O.O.O.O.O.O.O.O.O
HOMO energy	-10.09	eV

Each line ends with the Mulliken charge.
CARTESIAN COORDINATES (ANGSTROEM)
O -31.288 12.939 0.258  -0.6135
H -31.707 12.990 -0.601  0.3125
H -31.322 13.834 0.596  0.2993
O -28.970 15.625 -0.704  -0.0517
H -28.661 16.521 -0.845  0.1420
H -29.914 15.714 -0.576  0.1711
O -27.852 14.262 1.533  -0.6436
H -27.055 14.779 1.421  0.2987
H -28.411 14.521 0.800  0.3093
O -27.072 14.058 -1.995  -0.6574
H -27.888 14.447 -1.680  0.3113
H -26.393 14.441 -1.439  0.3438
O -29.851 18.088 2.320  -0.6402
H -29.421 17.705 1.555  0.3828
H -30.467 17.415 2.611  0.3027
O -27.721 16.001 -4.101  -0.6781
H -28.482 15.642 -3.645  0.3156
H -27.031 15.352 -3.964  0.3350
O -30.261 14.443 -3.715  -0.6274
H -30.242 13.567 -4.100  0.3093
H -30.814 14.353 -2.939  0.3137
O -27.769 18.665 -2.822  -0.6613
H -27.487 17.857 -3.251  0.3304
H -27.730 19.329 -3.510  0.2735
O -28.649 18.398 -0.212  -0.6213
H -28.303 18.673 -1.061  0.2349
H -28.534 19.162 0.353  0.3426
O -32.365 15.086 -1.656  -0.5121
H -32.591 15.807 -1.069  0.2226
H -33.204 14.793 -2.011  0.2626
O -25.698 16.036 -0.725  -0.5600
H -25.995 16.800 -0.229  0.2706
H -24.771 16.204 -0.891  0.2406
O -31.596 15.466 1.709  -0.6435
H -32.241 16.060 1.326  0.3056
H -31.851 15.395 2.629  0.2795

Atoms 1-3, force components in eV/Å:
O 0.1 -0.5 0.0
H 0.0 0.1 -0.1
H -0.1 0.3 0.3

DFT (ωB97M-V with the def2-TZVPD basis set) results for the molecule C11H18Si2 at a distorted geometry.

Computed properties:
Kohn-Sham gap	7.477	eV
total charge	0
HOMO energy	-7.26	eV

Each line ends with the Mulliken charge.
CARTESIAN COORDINATES (ANGSTROEM)
C -3.699 -1.542 -0.700  -0.3318
C -2.954 -1.564 -1.881  -0.5921
C -3.404 -0.685 0.309  -0.4074
C -1.830 -0.694 -1.972  -0.5624
C -2.342 0.185 0.269  -0.5211
C -1.516 0.104 -0.839  0.6570
C 0.883 1.365 0.861  -1.0328
C 2.520 -0.446 -0.609  -0.9330
C 0.246 2.307 -2.320  -1.0472
C 3.344 0.336 2.334  -1.0244
C 0.838 -1.559 1.820  -0.9920
Si 0.128 1.080 -0.832  0.2707
Si 2.020 -0.223 1.108  0.3280
H -4.488 -2.356 -0.538  0.2684
H -3.367 -2.144 -2.664  0.3953
H -4.149 -0.689 1.118  0.3040
H -1.185 -0.543 -2.789  0.3834
H -1.965 0.706 1.059  0.4667
H 1.560 2.229 0.956  0.4462
H 0.190 1.544 1.619  0.5603
H 2.556 -1.371 -1.204  0.3254
H 3.298 0.281 -0.936  0.2737
H 0.285 1.697 -3.151  0.3742
H -0.518 3.134 -2.358  0.3391
H 1.295 2.760 -2.200  0.2428
H 3.891 1.135 1.757  0.2393
H 2.790 0.854 3.091  0.3297
H 3.983 -0.431 2.778  0.3403
H -0.140 -1.162 2.403  0.2311
H 0.461 -2.105 0.943  0.2692
H 1.270 -2.201 2.569  0.3993

Atoms 1-3, force components in eV/Å:
C -0.7 -2.2 -0.9
C 1.0 1.8 0.6
C -1.8 0.5 1.8

DFT (ωB97M-V with the def2-TZVPD basis set) results for a structure of composition C6H12O.

Computed properties:
Kohn-Sham gap	9.139	eV
total charge	0
HOMO energy	-8.35	eV

Each line ends with the Mulliken charge.
CARTESIAN COORDINATES (ANGSTROEM)
C -1.305 -1.014 1.229  -1.3171
C -0.363 0.217 1.314  -0.3685
C 0.651 -0.573 -0.697  -0.3501
C -0.500 -0.624 -1.635  -0.9840
C 0.277 1.205 0.219  -0.6083
C 1.372 0.656 -0.789  0.0536
O 2.669 0.686 -0.252  -0.5505
H -0.813 -1.933 0.891  0.3769
H -2.198 -0.853 0.617  0.3111
H -1.661 -1.194 2.253  0.3790
H 0.484 -0.097 1.931  0.2460
H -0.942 0.949 1.875  0.3722
H -0.021 -1.146 -2.474  0.3631
H -1.328 -1.250 -1.295  0.3152
H -0.898 0.328 -2.024  0.2925
H 0.844 1.875 0.870  0.3553
H -0.467 1.786 -0.342  0.4149
H 1.364 1.200 -1.743  0.3329
H 2.833 -0.219 0.052  0.3660

Atoms 1-3, force components in eV/Å:
C 0.0 0.1 -0.1
C 0.0 0.4 0.4
C 0.4 -0.2 -0.8